[1]
A molecular structure, C4H2BrF2NS at a distorted geometry, computed with the ωB97M-V functional and the def2-TZVPD basis.

Properties
Total energy (Ha): -3380.25060
LUMO (eV): 0.586
2S+1: 1

CARTESIAN COORDINATES (ANGSTROEM)
C (0.236652, -2.083864, 0.174261)
C (-0.616970, -1.018562, 0.080825)
C (0.207559, 0.122815, -0.047442)
C (-0.064162, 1.964673, -0.082284)
N (1.477483, -0.018489, 0.032507)
F (-0.098097, 2.336663, 1.199094)
F (-1.309364, 2.227829, -0.598341)
S (1.836207, -1.636482, 0.122894)
Br (-2.374815, -1.010407, -0.144069)
H (-0.006876, -3.152797, 0.038652)
H (0.712379, 2.268626, -0.776102)

Cartesian forces (eV/Å) of the 6 atoms listed first:
C -1.1852 -1.9690 -0.6463
C 2.9106 0.1021 -0.2511
C -0.8008 5.0271 0.5558
C -2.1581 -5.2834 -0.1591
N 1.4745 -0.6119 -0.3475
F 0.7643 0.5230 -0.5442

[2]
A molecular structure, C38H36BrN5O5RuSbSe4 at a distorted geometry, computed with the ωB97M-V functional and the def2-TZVPD basis.

Properties
Total energy (Ha): -14634.49158
LUMO (spin up / spin down) (eV): 3.412 / 3.050
2S+1: 6
Charge: -2
Energy above the lowest of the compared OMol25 structures with the same formula, charge and spin (kJ/mol): 133.3
Expectation value of S²: 8.831

CARTESIAN COORDINATES (ANGSTROEM)
Ru (0.131643, 0.637997, -1.643219)
O (1.711043, -2.549403, -4.238119)
C (2.759143, -3.019603, -3.556819)
C (3.581343, -3.979603, -4.152719)
C (4.649443, -4.524403, -3.469619)
C (4.920043, -4.131003, -2.168119)
C (4.121543, -3.166103, -1.579119)
C (3.057843, -2.594403, -2.256519)
C (2.226543, -1.509703, -1.583619)
O (1.040243, -1.280803, -2.171919)
N (3.032343, -0.288203, -1.601819)
N (2.465743, 0.794697, -0.940319)
C (3.315143, 1.715997, -0.535019)
C (3.004843, 2.974997, -0.027019)
Br (1.146643, 3.351297, 0.091681)
C (3.910543, 3.886397, 0.491481)
C (3.641043, 5.238597, 0.856981)
C (4.324243, 5.832897, 1.936081)
C (4.024443, 7.105597, 2.363181)
C (3.052943, 7.858597, 1.717381)
C (2.411043, 7.320697, 0.610981)
C (2.708143, 6.049597, 0.177781)
H (1.239043, -1.923203, -3.592419)
H (3.341843, -4.269603, -5.165119)
H (5.270843, -5.265303, -3.955819)
H (5.732143, -4.574403, -1.607219)
H (4.320843, -2.847903, -0.562119)
H (2.081643, -1.865103, -0.518119)
H (4.013043, -0.440903, -1.358719)
H (4.387743, 1.501797, -0.652319)
H (4.902043, 3.495897, 0.711781)
H (5.073943, 5.260297, 2.466381)
H (4.542143, 7.518797, 3.223881)
H (2.794343, 8.844997, 2.075481)
H (1.670943, 7.897497, 0.074681)
H (2.240643, 5.694597, -0.725519)
C (-3.001657, -1.551403, 5.382481)
O (-2.463857, -1.688303, 4.096281)
C (-2.957257, -2.712603, 3.315381)
C (-3.862757, -3.658203, 3.753381)
C (-4.281757, -4.679303, 2.899081)
C (-3.753457, -4.766903, 1.625881)
C (-2.845257, -3.826403, 1.173181)
C (-2.465457, -2.758203, 1.992581)
N (-1.555457, -1.778203, 1.610681)
C (-1.347657, -1.178103, 0.382281)
N (-2.202757, -1.498703, -0.597019)
C (-2.258257, -1.172103, -1.960819)
C (-1.368057, -0.348403, -2.639619)
C (-1.560957, -0.174203, -4.008519)
C (-2.655157, -0.712703, -4.659919)
C (-3.562857, -1.497803, -3.971119)
C (-3.344057, -1.762803, -2.635919)
O (-4.131857, -2.591803, -1.861019)
C (-5.342057, -3.030103, -2.411519)
N (-0.351157, -0.355703, 0.242481)
C (0.331643, 0.116997, 1.376681)
C (1.563443, -0.382503, 1.772581)
C (2.257943, 0.204397, 2.816081)
C (1.728343, 1.303497, 3.462281)
C (0.483943, 1.799997, 3.106181)
C (-0.237457, 1.199697, 2.085381)
O (-1.481557, 1.569097, 1.685081)
C (-2.058857, 2.726897, 2.233981)
H (-2.528957, -0.674903, 5.822481)
H (-2.783357, -2.427003, 6.006681)
H (-4.085957, -1.393903, 5.347281)
H (-4.259057, -3.621903, 4.755981)
H (-5.004757, -5.398803, 3.254781)
H (-4.042457, -5.580303, 0.976081)
H (-2.413657, -3.932603, 0.189581)
H (-1.139557, -1.282103, 2.388681)
H (-3.016857, -2.029903, -0.316519)
H (-0.850357, 0.417097, -4.582119)
H (-2.814957, -0.493103, -5.703919)
H (-4.428757, -1.874903, -4.484919)
H (-5.817857, -3.622103, -1.629519)
H (-5.169757, -3.654303, -3.294119)
H (-5.981557, -2.187203, -2.683119)
H (1.982643, -1.229003, 1.246381)
H (3.221943, -0.189603, 3.106481)
H (2.290643, 1.788697, 4.247281)
H (0.091143, 2.680897, 3.587781)
H (-2.987357, 2.872897, 1.681681)
H (-1.414457, 3.599897, 2.087381)
H (-2.272457, 2.579597, 3.299881)
Se (-2.613057, 5.242197, -3.183319)
Sb (-2.420557, 2.793497, -3.349419)
Se (0.732543, 2.050997, -3.314419)
Se (-1.596257, 2.002697, -1.079319)
Se (-4.799757, 2.015497, -3.380619)

Cartesian forces (eV/Å) of the 6 atoms listed first:
Ru 1.0465 -1.9301 -0.1498
O -0.0189 0.1324 -0.0086
C 0.1371 -0.1226 0.0057
C -0.1960 0.0967 -0.1337
C 0.0509 -0.0642 -0.0248
C 0.2116 -0.1110 0.1376

[3]
A molecular structure, C27H55EuN7OSbSi3 at a distorted geometry, computed with the ωB97M-V functional and the def2-TZVPD basis.

Properties
Total energy (Ha): -3338.99799
LUMO (spin up / spin down) (eV): -4.579 / -7.315
2S+1: 7
Charge: +2
Expectation value of S²: 12.039

CARTESIAN COORDINATES (ANGSTROEM)
Eu (-0.856926, -0.872476, 0.184981)
N (-0.790896, -3.378543, -0.620174)
C (-1.131244, -4.340341, 0.443170)
C (-0.375899, -3.989801, 1.710660)
N (-0.665881, -2.624378, 2.205491)
C (-1.805683, -2.569271, 3.150441)
C (-3.111015, -2.201929, 2.471084)
N (-3.000524, -0.863433, 1.856196)
H (0.151813, -3.568679, -0.948448)
H (-1.399949, -3.520770, -1.419281)
H (-2.207912, -4.299608, 0.608917)
H (-0.888778, -5.367975, 0.160601)
H (-0.586566, -4.732816, 2.485225)
H (0.692692, -4.039038, 1.503233)
H (0.167335, -2.324708, 2.706557)
H (-1.918745, -3.521699, 3.675932)
H (-1.577846, -1.822749, 3.915446)
H (-3.340436, -2.906122, 1.673005)
H (-3.925058, -2.256675, 3.197568)
H (-3.814805, -0.702616, 1.272482)
H (-3.037830, -0.157262, 2.585885)
C (3.598504, 1.701544, -0.356518)
Sb (1.835790, 0.955870, -1.302022)
C (1.561610, -0.975612, -0.200949)
C (2.104824, -0.876019, 1.185049)
C (2.545264, -2.005907, 1.901768)
C (3.041368, -1.871618, 3.185833)
C (3.097074, -0.610525, 3.762500)
C (2.640880, 0.452930, 3.002823)
N (2.154335, 0.332992, 1.770469)
Si (2.451883, -2.163539, -1.392925)
C (4.191533, -1.570367, -1.733905)
C (2.661636, -3.949650, -0.819305)
C (1.476477, -2.223550, -3.002419)
C (0.215497, 2.425296, -0.612915)
C (-0.056402, 2.355580, 0.863739)
C (0.187426, 3.422923, 1.739555)
C (-0.001034, 3.291277, 3.099303)
C (-0.421075, 2.072777, 3.615995)
C (-0.675966, 1.073919, 2.709687)
N (-0.542598, 1.209419, 1.382703)
Si (0.904380, 4.167030, -1.169598)
C (2.377575, 4.767200, -0.160259)
C (1.514184, 4.120634, -2.934343)
C (-0.448501, 5.453575, -0.955493)
Si (-1.318068, 1.994528, -1.680982)
C (-1.327819, 0.221398, -2.431759)
C (-2.865102, 2.122599, -0.617879)
C (-1.605621, 2.983480, -3.237630)
H (4.226131, 0.843046, -0.125096)
H (3.383275, 2.235934, 0.558804)
H (4.113812, 2.341178, -1.072051)
H (2.531913, -2.979712, 1.437601)
H (3.399261, -2.741250, 3.722711)
H (3.495092, -0.453399, 4.754512)
H (2.671558, 1.462330, 3.400481)
H (4.754071, -1.443867, -0.805985)
H (4.218577, -0.623746, -2.278264)
H (4.725601, -2.303582, -2.342682)
H (3.473266, -4.051783, -0.097609)
H (2.965324, -4.515778, -1.704446)
H (1.791863, -4.465428, -0.406359)
H (1.656474, -1.334626, -3.610150)
H (0.394923, -2.298486, -2.857307)
H (1.780945, -3.087155, -3.597230)
H (0.531506, 4.368757, 1.360100)
H (0.193036, 4.131103, 3.753940)
H (-0.545922, 1.906705, 4.676058)
H (-0.984823, 0.096129, 3.061250)
H (3.287815, 4.712953, -0.758786)
H (2.571217, 4.248407, 0.774615)
H (2.216106, 5.820777, 0.082777)
H (2.299849, 3.376705, -3.085479)
H (1.967147, 5.095656, -3.134188)
H (0.751351, 3.958487, -3.689578)
H (-0.798380, 5.524462, 0.075424)
H (-1.326772, 5.302919, -1.580528)
H (-0.035860, 6.431459, -1.216152)
H (-1.892554, -0.559485, -1.914681)
H (-0.334901, -0.154098, -2.692958)
H (-1.857054, 0.318234, -3.382938)
H (-2.906703, 1.438374, 0.233832)
H (-3.757270, 1.961888, -1.228784)
H (-2.946782, 3.131019, -0.203666)
H (-0.945753, 2.644927, -4.037674)
H (-1.506825, 4.060092, -3.150177)
H (-2.631028, 2.771660, -3.554918)
N (-4.706113, -0.910190, -2.137833)
C (-4.194015, -1.946371, -1.447822)
N (-4.834276, -3.126507, -1.538284)
O (-3.170284, -1.822018, -0.740532)
H (-5.517099, -0.991698, -2.725859)
H (-4.247739, -0.019565, -2.075439)
H (-5.660568, -3.256988, -2.095378)
H (-4.473289, -3.914767, -1.032763)

Cartesian forces (eV/Å) of the 6 atoms listed first:
Eu -2.1367 -0.9604 0.0054
N 0.2427 -0.3439 -0.1420
C 0.0274 0.0606 -0.0964
C -0.0881 0.1256 0.0943
N 0.0913 -0.1797 0.2352
C 0.0806 -0.0312 -0.0509

[4]
2 unconnected molecules or ions with the total composition C4H9NO5 at a distorted geometry, computed with the ωB97M-V functional and the def2-TZVPD basis.

Properties
Total energy (Ha): -588.36788
LUMO (eV): -1.449
2S+1: 1
Energy above the lowest of the compared OMol25 structures with the same formula, charge and spin (kJ/mol): 1129.7

CARTESIAN COORDINATES (ANGSTROEM)
C (-0.498566, -0.597854, -1.194222)
C (-0.017031, 0.504084, -0.255505)
C (1.110516, 1.230000, -0.857205)
C (-1.294385, 1.297098, 0.241271)
H (-1.413141, -1.454894, 0.367648)
H (0.234600, -1.419051, -1.169309)
H (-0.362814, -0.099612, -2.109995)
H (1.035229, 1.801501, -1.925020)
H (1.693586, 2.061431, -0.273957)
H (3.138347, 0.173736, 0.130798)
H (-0.816593, 1.918915, 1.223134)
H (-1.229343, 2.338954, -0.478468)
H (-2.495449, -0.277554, 0.070025)
N (0.690856, -0.401840, 0.828021)
O (-1.602927, -1.263803, -0.705371)
O (1.981369, 0.001004, -0.974620)
O (-2.285101, 0.527290, 0.562055)
O (0.812230, -1.630943, 0.655968)
O (1.041477, 0.262638, 1.807340)

Cartesian forces (eV/Å) of the 6 atoms listed first:
C 3.1971 -0.8068 1.1609
C -2.6262 -1.1502 0.1416
C 3.8361 1.3634 -1.3812
C 7.0299 4.8324 0.9131
H -0.1273 0.1353 -4.4672
H 0.3074 1.0140 -0.7576

[5]
7 unconnected molecules or ions with the total composition H14O7 at a distorted geometry, computed with the ωB97M-V functional and the def2-TZVPD basis.

Properties
Total energy (Ha): -535.04623
LUMO (spin up / spin down) (eV): 2.938 / 2.813
2S+1: 2
Charge: -1
Energy above the lowest of the compared OMol25 structures with the same formula, charge and spin (kJ/mol): 62.2
Expectation value of S²: 0.750

CARTESIAN COORDINATES (ANGSTROEM)
O (1.353982, 1.237966, -0.396174)
H (1.508987, 1.667986, -1.237183)
H (2.065219, 1.545952, 0.165530)
O (1.847080, -1.624191, -2.054837)
H (1.837099, -2.390515, -1.481360)
H (0.956289, -1.277142, -2.007162)
O (-3.375792, 0.065099, -0.169792)
H (-3.994293, 0.657583, -0.597165)
H (-3.924576, -0.514043, 0.359040)
O (-0.379781, -2.726357, 1.336261)
H (-0.036154, -2.332081, 0.534579)
H (-0.360640, -2.017768, 1.979494)
O (-0.432088, -0.725319, -0.560629)
H (-1.380894, -0.599090, -0.552144)
H (-0.072414, 0.147953, -0.404846)
O (-0.459616, 3.625112, 0.096758)
H (0.127847, 2.914002, 0.352589)
H (-0.512083, 4.183791, 0.872229)
O (2.001703, -0.901276, 1.200126)
H (1.480321, -0.722457, 1.982698)
H (1.749804, -0.215206, 0.581987)

Cartesian forces (eV/Å) of the 6 atoms listed first:
O -0.8248 -0.2666 0.0593
H 0.1794 0.3561 -0.8103
H 0.8309 0.6799 0.7056
O 0.5440 -0.1835 -0.6085
H 0.0038 -0.0463 0.2786
H -0.4388 0.2027 0.3400

[6]
2 unconnected molecules or ions with the total composition C2H6ClNO3S at a distorted geometry, computed with the ωB97M-V functional and the def2-TZVPD basis.

Properties
Total energy (Ha): -1218.48725
LUMO (eV): -0.209
2S+1: 1
Energy above the lowest of the compared OMol25 structures with the same formula, charge and spin (kJ/mol): 409.5

CARTESIAN COORDINATES (ANGSTROEM)
C (-0.164037, 0.491757, -0.354796)
C (1.100340, -0.546548, -0.182721)
H (-2.629407, 0.236518, 1.730443)
H (0.006131, 1.456174, 0.332866)
H (0.026505, 0.820020, -1.351731)
H (0.908200, -1.133242, 0.708136)
H (1.116800, -0.997290, -1.219666)
H (2.094400, 1.029346, 0.575340)
N (2.120073, 0.503179, -0.269251)
O (-1.991063, -0.898618, 1.335506)
O (-2.611841, 1.000686, -0.116682)
O (-1.884736, -1.397983, -1.075024)
S (-1.712071, -0.187210, -0.205108)
Cl (3.620709, -0.376787, 0.092685)

Cartesian forces (eV/Å) of the 6 atoms listed first:
C 3.6072 0.6803 2.0586
C -2.9726 2.8773 -2.6685
H 2.5775 -4.8558 -1.5165
H -0.8878 -2.3274 -1.2610
H -0.7416 0.4406 -0.8409
H 0.8229 -0.3579 -0.0163